# 1
Here is a structure of composition C12H24F3N3NbO4STl at a distorted geometry from OMol25. Energies are from ωB97M-V with the def2-TZVPD basis set.

```
! RIJCOSX wB97M-V def2-TZVPD def2/J DEFGRID3
* xyz 2 1
N -1.60792 -0.71083 0.75444
C -2.58442 -1.37084 0.94210
O -3.57431 -1.96861 1.25355
Tl -3.99683 0.36597 2.51458
Nb 0.24075 0.08846 0.89546
N 0.00667 1.76631 -0.13728
N 0.97560 -1.18584 -0.40498
C -0.52438 2.23956 -1.42004
C 0.65110 -2.36348 -1.22958
C -0.76089 3.75474 -1.41804
C 0.49056 1.85907 -2.49585
C -1.85405 1.55350 -1.69809
C 0.32472 -3.53323 -0.29574
C 1.81141 -2.76575 -2.13888
C -0.56964 -2.07547 -2.10061
H -1.43378 4.03326 -0.59117
H -1.24369 4.03449 -2.36534
H 0.17781 4.31933 -1.33768
H 1.43964 2.39320 -2.34512
H 0.09586 2.11183 -3.48374
H 0.70560 0.78027 -2.47855
H -1.77175 0.46392 -1.75734
H -2.23773 1.91157 -2.66268
H -2.58996 1.79678 -0.92076
H 1.18967 -3.77324 0.33658
H 0.06512 -4.41132 -0.90599
H -0.53435 -3.28719 0.34417
H 2.68102 -3.11634 -1.57485
H 2.10756 -1.94333 -2.79966
H 1.47681 -3.59947 -2.77222
H -0.78235 -2.98632 -2.68729
H -0.36596 -1.24590 -2.79659
H -1.45216 -1.84591 -1.48701
C 0.85486 2.68981 0.65584
H 1.02341 2.27898 1.68594
H 1.83308 2.84589 0.16552
H 0.34426 3.66374 0.77334
C 2.39402 -0.99655 -0.04022
H 2.50448 -0.29814 0.82204
H 2.85141 -1.94786 0.26062
H 2.96802 -0.58448 -0.87567
F -0.62696 0.88244 6.18436
C 0.24667 0.34564 5.29417
F 1.24239 1.22695 5.07048
F 0.77615 -0.78406 5.82008
S -0.67473 -0.08076 3.67140
O -1.76727 -0.96841 3.98310
O -1.00070 1.14770 2.91088
O 0.47517 -0.71006 2.88234
*
```

Summary:
Maximum force (eV Å⁻¹): 2.9
E_LUMO (alpha / beta) (eV): -8.73 / -8.73

***

# 2
Here is a structure of composition C12H24F5Hf2O6P at a distorted geometry from OMol25. Energies are from ωB97M-V with the def2-TZVPD basis set.

```
! RIJCOSX wB97M-V def2-TZVPD def2/J DEFGRID3
* xyz 4 1
Hf -0.72814 0.08788 2.08898
Hf 0.85754 1.80818 -1.91528
F 1.40963 0.17456 2.29953
F 0.08556 0.58351 -0.12111
F -1.23167 2.22528 -1.97234
O 0.61172 3.24007 -0.19443
P 0.01900 3.49207 1.15949
O -0.42559 2.30927 1.98071
F -1.20756 4.38970 0.99301
F 0.97593 4.33144 1.99231
C 4.67441 0.42563 0.26116
C 3.64231 1.50055 0.36141
O 2.69999 1.49673 -0.46980
C 3.66512 2.33697 1.59393
H 4.85400 0.18525 -0.78580
H 4.15955 -0.44342 0.68415
H 5.55336 0.67588 0.84819
H 2.80218 2.98293 1.70409
H 4.56637 2.95433 1.63248
H 3.71336 1.63576 2.43091
C 0.77552 -4.26877 0.47471
C 1.24552 -2.94413 0.95421
O 0.48714 -1.97459 1.14418
C 2.72455 -2.80583 1.21199
H 0.70201 -4.93532 1.33964
H 1.48738 -4.68355 -0.23952
H -0.19607 -4.21835 -0.01314
H 3.24118 -2.88911 0.25681
H 2.97367 -3.64054 1.87287
H 2.86381 -1.89218 1.78501
C -2.70967 -1.34660 -2.54746
C -1.22297 -1.35431 -2.65104
O -0.53017 -0.33802 -2.63162
C -0.65967 -2.72472 -2.72780
H -3.23115 -1.94241 -3.29428
H -3.14097 -0.34340 -2.53819
H -2.98852 -1.66029 -1.53610
H 0.36613 -2.66342 -2.35346
H -0.65983 -3.16066 -3.72831
H -1.16759 -3.40505 -2.04463
C -4.53400 0.50757 -0.03601
C -3.55713 1.50900 0.46532
O -2.41721 1.21361 0.91558
C -3.98578 2.95419 0.46110
H -5.45353 0.70324 0.52050
H -4.15364 -0.48857 0.19242
H -4.70578 0.57081 -1.11107
H -3.67728 3.50719 1.34562
H -5.06936 2.95497 0.37307
H -3.50369 3.36671 -0.43199
*
```

Summary:
Maximum force (eV Å⁻¹): 9.5
Energy relative to the best compared isomer or geometry (same formula, charge and spin) (kJ/mol): 0.0
E_LUMO (eV): -15.78

***

- Which value of maximum force does entry 1 give?
  2.9 eV Å⁻¹